[1]
2 unconnected molecules or ions with the total composition C4H12 in a non-equilibrium geometry, computed with ωB97M-V/def2-TZVPD.

Last column: Löwdin charge in e.
Geometry (Å):
C (0.3330, -2.0830, -0.0029)  -0.19
C (-1.1042, -2.5503, 0.1773)  -0.19
H (1.1825, -2.7747, -0.0870)  0.06
H (0.4447, -1.4819, -0.9574)  0.07
H (0.3301, -1.4604, 0.8961)  0.05
H (-1.6353, -2.2569, 1.1341)  0.08
H (-1.6538, -2.1103, -0.6880)  0.07
H (-1.2368, -3.6202, 0.2014)  0.05
C (1.1275, 2.0509, -0.0905)  -0.17
C (-0.3024, 2.5557, -0.0787)  -0.21
H (1.7179, 2.6958, -0.7284)  0.05
H (1.5042, 1.9802, 0.9606)  0.07
H (1.1579, 0.8863, -0.3766)  0.09
H (-0.6802, 2.6763, -1.0668)  0.04
H (-0.3956, 3.6239, 0.2501)  0.07
H (-1.1077, 2.0668, 0.4842)  0.06

Calculated values
- HOMO-LUMO gap (hartree) = 0.450
- SMILES = CC.CC
- molar mass (g/mol) = 60.140
- ΔE to the lowest compared entry with this formula, charge and spin (eV) = 1.071
- 2S+1 = 1

[2]
2 unconnected molecules or ions with the total composition C4H12, computed with ωB97M-V/def2-TZVPD.

Last column: Löwdin charge in e.
Geometry (Å):
C (0.2020, -1.2259, -1.4777)  -0.17
C (0.5458, -2.4740, -0.6821)  -0.16
H (-0.2903, -0.4637, -0.8723)  0.04
H (1.0704, -0.7623, -1.9328)  0.06
H (-0.4623, -1.3968, -2.3248)  0.06
H (0.2372, -2.3940, 0.3557)  0.05
H (1.6155, -2.7066, -0.6926)  0.06
H (0.0704, -3.3641, -1.0881)  0.06
C (0.2530, 1.4387, 1.2629)  -0.18
C (-0.9828, 2.2713, 0.9171)  -0.17
H (0.8017, 1.8439, 2.1153)  0.06
H (-0.0495, 0.4201, 1.5267)  0.06
H (0.9489, 1.3840, 0.4273)  0.06
H (-1.3532, 2.0182, -0.0735)  0.05
H (-0.8071, 3.3504, 0.9400)  0.06
H (-1.7997, 2.0609, 1.5988)  0.06

Calculated values
- HOMO-LUMO gap (hartree) = 0.473
- SMILES = CC.CC
- molar mass (g/mol) = 60.140
- ΔE to the lowest compared entry with this formula, charge and spin (eV) = 0.150
- 2S+1 = 1

[3]
2 unconnected molecules or ions with the total composition C4H12 in a non-equilibrium geometry, computed with ωB97M-V/def2-TZVPD.

Last column: Löwdin charge in e.
Geometry (Å):
C (1.5042, -1.3700, -1.1727)  -0.18
C (1.5778, -0.2739, -2.2215)  -0.16
H (1.6857, -1.1081, -0.1311)  0.06
H (0.6369, -2.0330, -1.1134)  0.06
H (2.2494, -2.1161, -1.4629)  0.06
H (2.0416, -0.6407, -3.1309)  0.06
H (2.1923, 0.5488, -1.8498)  0.06
H (0.6399, 0.1987, -2.3942)  0.05
C (-1.5847, 0.0646, 1.7477)  -0.18
C (-1.5772, 1.5858, 1.6604)  -0.16
H (-2.4275, -0.4583, 1.3700)  0.05
H (-0.8238, -0.3979, 1.1010)  0.05
H (-1.3496, -0.2977, 2.7283)  0.05
H (-2.2920, 1.9757, 2.3824)  0.06
H (-1.9123, 1.7962, 0.6433)  0.06
H (-0.5971, 2.0214, 1.8267)  0.06

Calculated values
- HOMO-LUMO gap (hartree) = 0.466
- SMILES = CC.CC
- molar mass (g/mol) = 60.140
- ΔE to the lowest compared entry with this formula, charge and spin (eV) = 0.438
- 2S+1 = 1